Entry 1:
The following is a DFT calculation (the ωB97M-V functional and the def2-TZVPD basis) of C16H33N6O3ReS as an isolated structure.

Output
Charge: +3
Frontier orbital gap (alpha / beta), eV: 5.6 / 5.9
Max |F|, eV/A: 0.93
LUMO level (alpha / beta), eV: -11.77 / -11.37
Spin multiplicity: 2
Expectation value of S²: 0.9592

Positions of all 60 atoms, in Å:
1 H -2.38756 1.48403 0.68927
2 H -1.90279 2.65617 -3.94322
3 H 2.51309 -0.22841 -0.60668
4 H 0.49249 -3.76168 -2.44944
5 H 5.54129 0.88083 0.93740
6 H 0.50015 1.34868 -1.59692
7 H 5.98820 2.13588 -0.21184
8 C 2.50141 1.06348 0.92164
9 C -0.93785 -3.11973 2.66611
10 H -0.71307 -0.48739 -2.67366
11 N 2.99912 0.53961 -0.17773
12 H 2.66055 2.44073 2.36467
13 C 5.14460 1.64634 0.26945
14 H 1.51274 -4.11260 2.43448
15 C -2.19862 -2.56989 2.06693
16 C -1.64477 -0.15150 -2.21705
17 H -2.14727 0.74193 2.67767
18 H -2.42985 -3.03272 1.10766
19 H 1.65378 -2.52129 3.23704
20 H 0.08066 -4.33850 -0.80983
21 H 4.90695 2.98648 1.94845
22 C -2.62583 1.00007 -0.25995
23 N -1.09118 2.61133 -2.00855
24 N -2.28954 0.79523 -3.06012
25 H -2.13045 3.57379 -0.44843
26 O 0.13335 -2.68623 1.80252
27 H 2.18281 -2.72404 1.54519
28 C -0.15112 -3.59855 -1.58606
29 H -1.28937 -0.47629 3.66412
30 N -3.24208 1.92616 -1.14534
31 H -2.30875 -1.00406 -2.03542
32 H -0.75645 -2.76081 3.67997
33 C -0.42051 1.70985 -1.13622
34 H -3.28389 0.14627 -0.09254
35 Re -0.39605 -0.97508 0.45846
36 C -3.53426 1.26849 -2.42930
37 C -2.34755 3.06736 -1.38874
38 H 4.03602 1.70765 -1.59568
39 C 1.46379 -3.03527 2.29688
40 H -2.83830 3.76983 -2.05745
41 O -2.02683 -1.13124 1.79417
42 H 4.13660 3.56066 0.47186
43 H -0.20580 2.18713 -0.18205
44 H 4.75604 0.14103 -1.22839
45 N 3.08120 2.07434 1.52301
46 N -1.28936 0.45232 -0.83416
47 H -1.20238 -3.72397 -1.84854
48 C -2.13383 -0.29106 3.00485
49 O 1.07163 -1.53058 -1.05025
50 C -1.40395 1.94786 -3.28687
51 H -3.05258 -2.70661 2.72689
52 S 1.05451 0.42674 1.72105
53 H -0.48223 1.61824 -3.76711
54 H -4.01533 1.98252 -3.09220
55 C 0.10952 -2.29136 -0.96588
56 H -3.07302 -0.53576 3.49201
57 H -4.21199 0.43009 -2.27050
58 C 4.36037 2.67439 1.06321
59 H -0.98514 -4.20946 2.68393
60 C 4.26866 1.00859 -0.79277

Entry 2:
The following is a DFT calculation (the ωB97M-V functional and the def2-TZVPD basis) of C35H29ClIrN3O5PSTe as an isolated structure.

Output
Charge: +2
Frontier orbital gap (alpha / beta), eV: 7.6 / 6.1
Max |F|, eV/A: 1.24
LUMO level (alpha / beta), eV: -5.40 / -7.58
Spin multiplicity: 6
Expectation value of S²: 8.8172

Positions of all 77 atoms, in Å:
1 C 0.80414 -0.69504 6.36224
2 H 2.80885 3.90741 -4.11152
3 H -3.62263 1.90503 0.44202
4 H -5.50600 -0.55267 -2.47959
5 C 2.30237 0.86274 -2.72425
6 C -1.58825 -0.65063 -2.52244
7 H -2.03430 0.01243 0.19267
8 C 1.04902 -3.56561 -5.64235
9 Te 0.45074 -2.07345 2.29661
10 C 0.98954 2.78599 -4.26645
11 H 2.27105 -1.00454 3.93653
12 H 0.95623 -3.75411 -6.70328
13 N 0.91130 1.73791 2.68848
14 C -0.82971 3.48396 -0.59893
15 N 3.61023 -0.79699 1.19078
16 C -3.74381 0.49932 -1.99855
17 P 0.15441 -0.83281 -2.70735
18 Cl -0.18433 5.01319 -0.94227
19 C -0.12078 -0.12559 7.21914
20 C 0.02757 2.35859 -0.59336
21 H -1.21335 1.87200 2.78577
22 S 1.51879 3.06954 4.74856
23 C 2.29576 2.99491 -3.83822
24 Ir 1.05854 0.21924 1.11538
25 H 2.41227 -4.95559 -2.84321
26 H 2.96054 1.93807 3.11732
27 C 1.73207 -4.47760 -4.84057
28 C -2.62727 2.07602 0.05466
29 O 2.95478 -0.24312 0.18408
30 H 0.17795 0.16672 8.21686
31 H -0.03204 -1.70639 -5.73397
32 O 4.16030 -1.84778 1.02939
33 C -0.27826 2.14315 3.25263
34 C 0.63241 -2.20338 -3.74077
35 C 0.42844 -1.08638 5.07731
36 H 0.49212 3.52747 -4.87685
37 H -2.84456 -0.21459 5.21342
38 C -1.82311 0.89681 -0.41297
39 C 0.32749 1.62031 -3.91797
40 C -4.42490 -0.57749 -2.44961
41 C -3.74087 -1.72374 -2.91427
42 H 1.09860 2.51897 -0.70118
43 H -4.29095 1.38382 -1.70229
44 H -1.71559 -0.50729 2.69991
45 C -1.81589 -0.33728 5.53239
46 C -0.88622 -0.90461 4.66230
47 C 1.87831 -4.26065 -3.47740
48 C -1.43605 0.05401 6.80337
49 C 1.32249 -3.11132 -2.94229
50 H -0.91048 3.29486 5.00211
51 H 1.87060 -2.62624 4.51212
52 H -2.16471 0.48451 7.47720
53 H -0.68402 1.45039 -4.26802
54 H -2.05112 -2.13499 3.30159
55 H 3.97279 2.19644 -2.75745
56 H -2.74118 4.20364 0.13438
57 C 0.98327 0.66974 -3.13291
58 H 2.15960 -5.36385 -5.28906
59 O 3.66324 -0.12920 2.23471
60 O 1.84290 -3.28642 -0.58662
61 C 2.95195 2.03568 -3.07672
62 H 1.82539 -0.84662 6.69022
63 N -0.38517 1.14219 -0.35681
64 C -1.31084 -1.33613 3.28150
65 C -2.34195 -1.71482 -2.96780
66 C 1.45353 -1.68805 4.15001
67 C -0.13739 2.87579 4.38025
68 H -1.84697 -2.57621 -3.40007
69 H -4.28592 -2.58335 -3.27589
70 O 0.80287 -1.43446 -1.35663
71 H 2.81221 0.12682 -2.11560
72 C 1.40190 -2.71788 -1.51997
73 C -2.15353 3.32926 -0.11141
74 H -1.93954 1.46556 -2.46506
75 C 0.49093 -2.41312 -5.10256
76 C 1.94051 2.16817 3.38394
77 C -2.24628 0.56937 -1.90540